Formula: C42H41MoNO3P2S
Source: the Open Molecules 2025 dataset
Level of theory: ωB97M-V/def2-TZVPD

The geometry in ORCA input format:
```
! wB97M-V def2-TZVPD RIJCOSX def2/J DEFGRID3
* xyz 2 3
Mo -0.84 0.95 -2.64
C -2.63 1.02 -5.49
C -2.42 -0.27 -5.21
C -1.46 -1.13 -5.91
C -0.11 -0.45 -6.13
C 0.41 0.18 -4.89
C 0.02 1.43 -4.47
C -0.43 2.40 -5.60
C -1.80 1.97 -6.26
C 1.57 0.26 -0.23
H -3.61 1.47 -5.21
H -3.19 -0.81 -4.66
H -1.88 -1.44 -6.88
H -1.33 -2.06 -5.33
H 0.61 -1.20 -6.46
H -0.18 0.26 -6.96
H 1.28 -0.31 -4.42
H 0.51 1.94 -3.56
H 0.34 2.45 -6.42
H -0.53 3.42 -5.20
H -2.37 2.90 -6.39
H -1.62 1.59 -7.26
H 0.78 0.99 -0.49
H 2.19 0.71 0.54
H 1.04 -0.63 0.15
P -1.26 -1.42 -1.81
P 2.57 -0.14 -1.65
C 0.25 -1.80 -2.70
C 1.61 -1.44 -2.54
C -2.52 -2.72 -1.84
C -2.70 -3.69 -2.86
C -3.64 -4.72 -2.69
C -4.41 -4.81 -1.52
C -4.29 -3.81 -0.53
C -3.36 -2.78 -0.70
C -2.89 0.66 -2.80
C -2.50 2.03 -3.14
C -3.30 3.12 -2.85
C -4.58 2.79 -2.46
C -4.99 1.46 -2.34
C -4.16 0.35 -2.39
C 4.09 -1.08 -1.31
C 3.86 -2.38 -0.80
C 4.90 -3.31 -0.75
C 6.20 -2.96 -1.16
C 6.43 -1.65 -1.61
C 5.40 -0.70 -1.67
C 2.99 1.48 -2.41
C 2.51 2.67 -1.82
C 2.72 3.90 -2.44
C 3.47 4.01 -3.60
C 4.02 2.84 -4.13
C 3.80 1.59 -3.56
H 0.06 -2.32 -3.66
H 2.32 -2.13 -3.04
H -2.10 -3.62 -3.77
H -3.74 -5.49 -3.48
H -5.12 -5.63 -1.38
H -4.88 -3.86 0.39
H -3.29 -2.04 0.09
H -1.57 2.21 -3.73
H -2.89 4.12 -2.95
H -5.30 3.59 -2.35
H -6.03 1.26 -2.09
H -4.38 -0.68 -2.13
H 2.86 -2.69 -0.47
H 4.72 -4.33 -0.40
H 7.02 -3.68 -1.15
H 7.43 -1.34 -1.94
H 5.58 0.34 -1.96
H 1.96 2.65 -0.88
H 2.30 4.79 -2.00
H 3.64 4.97 -4.08
H 4.64 2.90 -5.01
H 4.27 0.69 -3.97
O -1.02 -1.42 0.08
C -1.36 -0.30 0.68
N -1.58 0.84 0.02
S -2.45 2.02 1.01
O -1.72 3.22 1.06
O -3.87 1.99 0.59
C -2.25 1.01 2.45
C -2.72 1.27 3.75
C -2.48 0.32 4.75
C -1.76 -0.84 4.44
C -1.32 -1.09 3.15
C -1.59 -0.18 2.14
H -3.26 2.19 3.96
H -2.87 0.48 5.75
H -1.56 -1.55 5.25
H -0.77 -2.00 2.90
*
```

Computed properties:
LUMO energy (spin up / spin down), eV: -6.3675 / -6.3140
Energy, hartree: -3053.74076
HOMO (spin up / spin down), eV: -12.115 / -12.288
Energy above the lowest of the compared OMol25 structures with the same formula, charge and spin, kJ/mol: 403.7

***

Formula: C42H41NO2P2PtS2
Source: the Open Molecules 2025 dataset
Level of theory: ωB97M-V/def2-TZVPD

The geometry in ORCA input format:
```
! wB97M-V def2-TZVPD RIJCOSX def2/J DEFGRID3
* xyz 0 3
Pt -0.09 0.93 -1.11
C -2.13 0.91 -3.19
C -1.71 -0.51 -3.20
C -0.55 -0.85 -4.13
C 0.68 0.11 -4.02
C 0.97 1.07 -2.89
C 0.35 2.36 -2.40
C -0.67 3.00 -3.27
C -1.58 2.01 -4.01
C 1.08 0.59 0.83
H -3.22 0.99 -3.02
H -2.50 -1.24 -3.38
H -0.90 -0.80 -5.16
H -0.21 -1.90 -4.02
H 1.54 -0.58 -4.02
H 0.74 0.73 -4.93
H 2.03 1.29 -2.93
H 1.08 3.06 -2.01
H -0.19 3.65 -3.99
H -1.26 3.63 -2.62
H -2.45 2.60 -4.31
H -1.13 1.65 -4.95
H 0.59 1.51 1.20
H 2.14 0.74 1.14
H 0.66 -0.27 1.37
P -1.49 -0.92 -1.34
P 2.50 -0.24 -0.67
C 0.12 -1.89 -1.54
C 1.46 -1.57 -1.45
C -2.34 -2.31 -0.52
C -2.80 -3.39 -1.28
C -3.46 -4.42 -0.60
C -3.61 -4.38 0.79
C -3.06 -3.32 1.53
C -2.43 -2.27 0.87
C -2.94 0.34 -0.82
C -2.72 1.72 -0.69
C -3.76 2.66 -0.66
C -5.08 2.19 -0.66
C -5.34 0.81 -0.65
C -4.27 -0.10 -0.71
C 3.73 -1.14 0.26
C 3.38 -2.37 0.85
C 4.37 -3.16 1.44
C 5.70 -2.72 1.46
C 6.03 -1.49 0.90
C 5.06 -0.67 0.33
C 3.33 1.37 -1.16
C 2.98 2.61 -0.58
C 3.46 3.80 -1.13
C 4.33 3.78 -2.22
C 4.81 2.55 -2.71
C 4.33 1.35 -2.16
H -0.09 -2.96 -1.67
H 2.18 -2.40 -1.65
H -2.69 -3.41 -2.37
H -3.88 -5.24 -1.18
H -4.15 -5.18 1.31
H -3.15 -3.31 2.62
H -2.09 -1.39 1.43
H -1.68 2.14 -0.61
H -3.54 3.74 -0.67
H -5.91 2.91 -0.68
H -6.36 0.43 -0.62
H -4.46 -1.17 -0.69
H 2.35 -2.74 0.81
H 4.10 -4.13 1.86
H 6.47 -3.33 1.93
H 7.07 -1.14 0.88
H 5.33 0.29 -0.10
H 2.32 2.66 0.29
H 3.11 4.76 -0.73
H 4.60 4.72 -2.72
H 5.55 2.52 -3.50
H 4.75 0.39 -2.48
O 0.32 2.97 6.13
S 0.64 1.72 5.48
O 1.98 1.20 5.56
N 0.07 1.70 3.91
C -1.00 0.92 3.74
S -1.93 0.98 2.36
C -1.27 0.04 4.89
C -2.16 -1.02 5.02
C -2.25 -1.69 6.23
C -1.49 -1.27 7.33
C -0.59 -0.20 7.22
C -0.49 0.44 5.99
H -2.77 -1.26 4.15
H -2.91 -2.55 6.34
H -1.58 -1.78 8.28
H 0.02 0.15 8.05
*
```

Computed properties:
LUMO energy (spin up / spin down), eV: -1.1629 / -1.4932
Energy, hartree: -3428.24969
HOMO (spin up / spin down), eV: -6.377 / -7.071

***

Formula: C42H42BClIIrN8O
Source: the Open Molecules 2025 dataset
Level of theory: ωB97M-V/def2-TZVPD

The geometry in ORCA input format:
```
! wB97M-V def2-TZVPD RIJCOSX def2/J DEFGRID3
* xyz 1 6
Ir -0.58 -0.06 0.27
C 1.61 2.33 2.22
C 0.42 2.47 3.16
C 0.62 3.71 4.04
C -0.92 2.53 2.48
C -2.06 3.12 3.04
C -3.07 2.88 2.14
N -2.57 2.18 1.11
N -1.24 1.97 1.29
B -3.38 1.72 -0.11
N -3.63 0.19 -0.10
C -4.83 -0.38 -0.17
C -4.67 -1.74 -0.32
C -3.29 -1.95 -0.35
N -2.66 -0.76 -0.20
C -2.65 -3.30 -0.55
C -2.15 -3.44 -1.99
C -1.61 -3.68 0.49
N -2.72 2.05 -1.45
C -3.26 2.79 -2.43
C -2.57 2.54 -3.59
C -1.61 1.58 -3.23
N -1.69 1.31 -1.93
C -0.70 0.86 -4.18
C -1.51 -0.16 -4.99
C 0.04 1.82 -5.11
H 2.51 2.06 2.79
H 1.46 1.56 1.47
H 1.82 3.29 1.72
H 0.40 1.60 3.82
H 0.50 4.62 3.46
H -0.08 3.74 4.87
H 1.63 3.70 4.47
H -2.13 3.65 3.97
H -4.11 3.15 2.15
H -4.45 2.26 -0.05
H -5.72 0.22 -0.12
H -5.43 -2.49 -0.42
H -3.49 -4.00 -0.44
H -1.29 -2.80 -2.17
H -1.85 -4.47 -2.19
H -2.93 -3.17 -2.70
H -0.73 -3.05 0.44
H -2.02 -3.62 1.50
H -1.28 -4.71 0.32
H -4.12 3.42 -2.24
H -2.76 2.95 -4.57
H 0.02 0.29 -3.59
H -2.33 0.33 -5.52
H -0.87 -0.65 -5.74
H -1.93 -0.93 -4.35
H -0.65 2.27 -5.82
H 0.52 2.63 -4.56
H 0.80 1.29 -5.68
Cl 4.64 0.13 -4.56
C 3.43 -0.42 -3.48
C 3.19 -1.78 -3.39
C 2.22 -2.28 -2.54
I 1.90 -4.29 -2.34
C 1.40 -1.38 -1.76
O 0.47 -1.76 -1.03
C 1.70 0.05 -1.85
N 0.99 0.86 -1.05
C 1.19 2.16 -1.10
C 2.17 2.73 -1.91
C 2.94 1.92 -2.71
C 2.70 0.54 -2.70
H 3.78 -2.46 -3.99
H 0.54 2.77 -0.49
H 2.32 3.80 -1.90
H 3.71 2.33 -3.35
C -2.70 -1.59 3.69
C -1.85 -2.53 4.25
C -0.52 -2.55 3.88
C 0.00 -1.66 2.94
C -0.90 -0.82 2.25
C -2.23 -0.75 2.70
C 1.48 -1.59 2.78
C 2.28 -2.05 3.87
C 3.63 -2.01 3.79
C 4.23 -1.46 2.64
C 5.64 -1.35 2.51
C 6.19 -0.75 1.41
C 5.34 -0.23 0.41
C 3.98 -0.33 0.52
C 3.38 -0.97 1.63
N 2.01 -1.06 1.70
H -3.73 -1.52 4.01
H -2.22 -3.23 4.99
H 0.13 -3.28 4.34
H -2.92 -0.05 2.25
H 1.80 -2.41 4.77
H 4.25 -2.35 4.61
H 6.26 -1.74 3.30
H 7.26 -0.66 1.31
H 5.77 0.27 -0.45
H 3.35 0.10 -0.23
*
```

Computed properties:
LUMO energy (spin up / spin down), eV: -3.7325 / -6.3173
Energy, hartree: -3025.68963
HOMO (spin up / spin down), eV: -8.003 / -10.806
Energy above the lowest of the compared OMol25 structures with the same formula, charge and spin, kJ/mol: 309.8

***

Formula: C42H42BrDyN6O6PSTe
Source: the Open Molecules 2025 dataset
Level of theory: ωB97M-V/def2-TZVPD

The geometry in ORCA input format:
```
! wB97M-V def2-TZVPD RIJCOSX def2/J DEFGRID3
* xyz 1 6
Dy -0.44 0.71 0.21
O -4.46 2.27 -0.51
C -3.26 2.03 -0.63
N -2.37 1.99 0.38
C -3.01 2.42 1.62
C -2.16 2.36 2.84
C -2.62 2.99 4.00
C -1.91 2.89 5.18
C -0.72 2.16 5.17
C -0.33 1.59 3.98
N -1.01 1.67 2.83
C -2.66 1.89 -2.01
C -3.33 2.53 -3.06
C -2.72 2.59 -4.30
C -1.49 1.96 -4.46
C -0.96 1.26 -3.39
N -1.51 1.24 -2.18
H -3.90 1.80 1.80
H -3.39 3.44 1.48
H -3.54 3.56 3.96
H -2.27 3.35 6.09
H -0.13 2.03 6.06
H 0.58 1.00 3.94
H -4.29 2.98 -2.87
H -3.18 3.11 -5.13
H -0.95 2.01 -5.39
H -0.04 0.70 -3.50
C -2.40 -1.21 3.04
O -1.94 -1.29 1.69
C -2.49 -2.32 0.96
C -3.11 -3.42 1.54
C -3.66 -4.39 0.71
Br -4.46 -5.93 1.49
C -3.64 -4.28 -0.66
C -3.03 -3.17 -1.25
C -2.43 -2.20 -0.43
O -1.78 -1.12 -0.94
C -3.01 -2.98 -2.69
N -2.39 -1.96 -3.26
C -2.59 -2.09 -4.61
C -2.17 -1.29 -5.67
C -2.52 -1.69 -6.94
C -3.27 -2.85 -7.17
C -3.71 -3.64 -6.13
C -3.37 -3.24 -4.85
N -3.61 -3.78 -3.61
H -1.97 -2.00 3.66
H -3.49 -1.27 3.08
H -2.08 -0.25 3.43
H -3.17 -3.55 2.60
H -4.09 -5.06 -1.27
H -1.89 -1.21 -1.97
H -1.60 -0.40 -5.50
H -2.22 -1.09 -7.79
H -3.51 -3.13 -8.19
H -4.30 -4.53 -6.30
H -4.18 -4.59 -3.44
N 1.54 1.14 1.63
S 2.96 0.43 1.91
C 3.65 1.48 3.21
C 3.47 1.25 4.57
C 3.98 2.15 5.48
C 4.65 3.29 5.05
C 4.83 3.52 3.70
C 4.33 2.61 2.78
C 2.61 -1.05 2.92
C 1.32 -1.48 3.13
C 1.10 -2.67 3.80
C 2.17 -3.42 4.25
C 3.47 -2.99 4.02
C 3.70 -1.80 3.35
H 1.55 2.07 2.03
H 2.96 0.36 4.91
H 3.84 1.97 6.54
H 5.04 3.99 5.77
H 5.34 4.40 3.36
H 4.46 2.77 1.72
H 0.49 -0.88 2.76
H 0.09 -3.03 3.96
H 2.00 -4.36 4.76
H 4.31 -3.58 4.36
H 4.70 -1.46 3.15
C 2.85 -0.89 -4.73
C 3.28 -0.32 -3.39
O 2.29 0.59 -2.91
P 2.03 0.71 -1.33
O 1.00 1.78 -1.13
Te 1.47 -1.47 -0.51
O 3.46 1.20 -0.77
C 3.86 2.52 -1.19
C 5.37 2.62 -1.20
H 3.62 -1.56 -5.09
H 2.71 -0.08 -5.45
H 1.92 -1.44 -4.62
H 4.23 0.21 -3.48
H 3.40 -1.13 -2.66
H 3.42 3.25 -0.51
H 3.45 2.71 -2.19
H 5.78 2.38 -0.23
H 5.66 3.64 -1.47
H 5.80 1.94 -1.93
*
```

Computed properties:
LUMO energy (spin up / spin down), eV: -2.0405 / -2.0419
Energy, hartree: -6872.33293
HOMO (spin up / spin down), eV: -10.264 / -10.263
Energy above the lowest of the compared OMol25 structures with the same formula, charge and spin, kJ/mol: 22.2

***

Formula: C42H42Cl6N2O4
Source: the Open Molecules 2025 dataset
Level of theory: ωB97M-V/def2-TZVPD

The geometry in ORCA input format:
```
! wB97M-V def2-TZVPD RIJCOSX def2/J DEFGRID3
* xyz 0 1
Cl -0.66 -7.40 3.86
C -1.76 -6.11 4.10
C -1.60 -5.21 2.91
Cl -2.88 -3.89 2.92
H -1.37 -5.65 5.00
H -2.80 -6.31 4.36
H -1.72 -5.70 1.94
H -0.61 -4.76 3.00
Cl -3.17 -4.71 -1.69
C -3.43 -3.02 -2.29
C -4.77 -2.54 -1.75
Cl -5.17 -0.80 -1.94
H -3.25 -3.02 -3.36
H -2.67 -2.32 -1.90
H -4.92 -2.81 -0.70
H -5.51 -3.10 -2.32
Cl 0.95 -5.66 1.81
C 1.91 -6.68 2.87
C 2.75 -5.86 3.85
Cl 1.98 -5.06 5.25
H 2.64 -7.31 2.37
H 1.22 -7.36 3.38
H 3.46 -5.19 3.37
H 3.30 -6.65 4.37
C 2.71 3.15 0.83
C 3.23 2.09 -0.11
C 2.09 1.65 -1.05
C 2.63 0.81 -2.08
N 3.06 0.09 -2.92
H 2.05 3.89 0.38
H 3.50 3.83 1.15
H 2.33 2.61 1.69
H 3.73 1.34 0.50
H 3.93 2.61 -0.76
H 1.51 2.39 -1.60
H 1.39 1.11 -0.41
C 1.27 -6.27 -1.39
C 0.95 -5.13 -2.34
C 2.16 -4.17 -2.69
C 2.87 -3.63 -1.54
N 3.37 -3.34 -0.49
H 1.44 -5.90 -0.38
H 2.13 -6.86 -1.73
H 0.38 -6.90 -1.42
H 0.19 -4.42 -2.01
H 0.72 -5.58 -3.31
H 1.82 -3.40 -3.38
H 2.87 -4.77 -3.26
C -1.61 2.68 0.46
C -2.91 2.25 0.41
C -3.21 0.88 0.34
C -2.15 -0.05 0.45
C -0.81 0.42 0.60
C -0.57 1.81 0.54
C 0.21 -0.59 0.81
O 1.39 -0.20 0.92
C -0.01 -2.06 0.56
C 1.05 -2.90 0.47
C 0.76 -4.26 0.43
C -0.53 -4.73 0.25
C -1.64 -3.90 0.18
C -1.37 -2.52 0.37
C -2.49 -1.53 0.32
O -3.69 -1.92 0.20
H -1.51 3.75 0.48
H -3.69 2.98 0.31
H -4.21 0.58 0.07
H 0.37 2.33 0.40
H 2.07 -2.57 0.61
H 1.63 -4.89 0.43
H -0.83 -5.77 0.29
H -2.63 -4.32 0.07
C 0.35 10.49 -2.97
C 0.67 10.93 -1.68
C 0.61 10.11 -0.57
C 0.32 8.79 -0.67
C -0.23 8.28 -1.95
C -0.15 9.19 -3.05
C -0.80 6.92 -2.07
O -1.31 6.55 -3.13
C -0.43 5.97 -0.95
C -0.73 4.66 -1.09
C -0.33 3.72 -0.11
C 0.29 4.21 1.09
C 0.51 5.52 1.23
C 0.20 6.40 0.23
C 0.52 7.80 0.45
O 1.01 8.12 1.59
H 0.35 11.13 -3.85
H 0.99 11.94 -1.51
H 1.15 10.62 0.21
H -0.59 8.89 -3.99
H -1.16 4.23 -1.99
H -0.51 2.69 -0.36
H 0.57 3.49 1.84
H 0.83 5.75 2.24
*
```

Computed properties:
LUMO energy, eV: -1.6306
Energy, hartree: -4796.51990
HOMO, eV: -7.514
Energy above the lowest of the compared OMol25 structures with the same formula, charge and spin, kJ/mol: 1846.2